[1]
Entry from the Open Molecules 2025 dataset: 2 unconnected molecules or ions with the total composition C4H4F2 at a distorted geometry (wB97M-V/def2-TZVPD).

The geometry in XYZ format:
```
10
Properties=species:S:1:pos:R:3:forces:R:3
C 1.318 0.121 -0.101 0.531 -0.094 0.025
C -1.570 0.736 -0.007 1.020 -0.279 0.212
C 2.441 -0.296 0.433 -0.437 0.103 0.097
C -2.402 -0.242 -0.110 -1.033 -0.273 -0.185
F 3.620 -0.285 -0.250 -0.287 0.053 0.001
F -2.092 -1.543 -0.009 0.328 -0.140 0.061
H 1.091 0.520 -1.063 -0.215 0.110 -0.308
H -1.509 1.793 -0.030 -0.072 0.445 -0.024
H 2.577 -0.672 1.435 -0.048 -0.059 0.081
H -3.474 -0.131 -0.299 0.213 0.135 0.039
```
Forces are in eV/Å.

Output
**HOMO-LUMO gap (spin up / spin down)**: 9.60 / 9.09 eV
**Energy relative to the best compared isomer or geometry (same formula, charge and spin)**: 524.93 kJ/mol
**Calculated total energy**: -354.30065 Ha



[2]
Entry from the Open Molecules 2025 dataset: a molecular structure, C4H5NO at a distorted geometry (wB97M-V/def2-TZVPD).

The geometry in XYZ format:
```
11
Properties=species:S:1:pos:R:3:forces:R:3
C -1.749 -0.197 0.178 -4.638 2.406 -4.085
C -0.280 -0.028 0.426 -4.656 1.972 4.926
C 0.575 -1.037 -0.088 0.694 -1.419 -1.880
C 0.598 0.963 -0.180 1.520 1.972 -3.254
H -0.196 0.470 1.463 -0.204 -2.562 -0.378
H 1.020 -1.677 0.545 0.388 -3.530 2.111
H 0.119 -1.464 -1.017 0.661 0.050 0.495
H 0.141 1.353 -1.159 1.407 -0.460 0.864
H 0.958 1.792 0.465 -0.254 -0.538 -0.657
N -2.826 -0.030 -0.363 5.629 -1.354 3.385
O 1.640 -0.146 -0.269 -0.547 3.462 -1.527
```
Forces are in eV/Å.

Output
**HOMO-LUMO gap**: 11.22 eV
**Energy relative to the best compared isomer or geometry (same formula, charge and spin)**: 348.52 kJ/mol
**Calculated total energy**: -285.28184 Ha



[3]
Entry from the Open Molecules 2025 dataset: a molecular structure, C29H27BrCoN9O7 (wB97M-V/def2-TZVPD).

The geometry in XYZ format:
```
74
Properties=species:S:1:pos:R:3:forces:R:3
Co 0.054 -1.571 -0.014 0.395 -0.002 0.141
O -3.292 -2.182 4.788 -0.213 0.005 -0.026
C -2.594 -1.076 4.626 -0.111 0.144 -0.099
O -2.931 -0.012 5.083 0.118 -0.100 0.144
C -1.342 -1.147 3.814 0.207 0.266 0.192
C -0.210 -0.398 4.085 -0.099 0.057 -0.164
N 0.626 -0.555 3.045 -0.076 0.021 0.023
N 0.104 -1.364 2.110 0.119 0.062 -0.108
C -1.076 -1.744 2.580 -0.049 -0.230 0.056
C -1.864 -2.724 1.762 -0.097 -0.028 0.064
O -2.840 -3.251 2.283 -0.008 -0.017 -0.068
O -1.414 -2.896 0.579 0.117 -0.013 0.046
H -3.096 -2.829 4.078 0.098 -0.089 -0.129
H 0.026 0.219 4.935 0.031 0.021 -0.005
H 1.547 -0.162 2.926 -0.016 -0.028 0.004
C 3.262 -2.719 0.773 0.015 -0.044 0.039
O 2.433 -1.637 0.336 -0.024 0.088 -0.061
C 2.994 -0.391 0.314 -0.059 -0.098 0.036
C 4.284 -0.112 0.700 -0.025 0.057 0.009
C 4.763 1.210 0.651 0.110 -0.001 0.033
Br 6.529 1.551 1.207 -0.093 -0.027 -0.026
C 3.970 2.221 0.199 -0.052 0.034 0.002
C 2.648 1.938 -0.228 0.056 -0.041 -0.003
C 2.125 0.627 -0.142 0.178 0.045 0.074
O 0.872 0.336 -0.454 0.170 -0.405 -0.259
C 1.901 3.003 -0.807 -0.027 0.014 -0.070
N 2.313 4.295 -0.772 -0.010 0.084 -0.029
C 1.403 4.984 -1.448 0.041 -0.126 0.036
C 1.353 6.381 -1.717 -0.042 0.059 -0.028
C 0.309 6.834 -2.461 0.058 0.010 0.034
C -0.694 5.946 -2.949 0.011 -0.049 0.018
C -0.680 4.577 -2.703 -0.042 -0.002 -0.028
C 0.372 4.112 -1.948 0.031 0.043 -0.012
N 0.738 2.866 -1.507 -0.020 0.035 0.074
H 4.121 -2.833 0.111 -0.007 0.001 -0.001
H 2.650 -3.613 0.733 -0.033 -0.007 -0.025
H 3.595 -2.557 1.799 -0.001 0.003 -0.004
H 4.945 -0.893 1.046 0.000 -0.003 0.002
H 4.334 3.235 0.136 -0.013 0.009 -0.010
H -0.198 1.019 0.351 0.264 -0.055 -0.253
H 2.128 7.032 -1.338 0.010 0.003 0.006
H 0.226 7.885 -2.696 -0.015 0.003 -0.010
H -1.500 6.358 -3.540 -0.005 0.007 -0.005
H -1.452 3.930 -3.094 -0.006 0.001 -0.005
H 0.280 1.980 -1.660 -0.013 0.005 0.003
N 0.408 -1.397 -3.050 -0.002 -0.061 -0.023
C 0.627 -2.731 -2.720 0.034 0.058 0.107
C 0.823 -3.705 -3.694 0.018 -0.116 -0.074
C 0.937 -5.023 -3.302 -0.011 0.096 -0.038
C 0.847 -5.347 -1.953 -0.010 0.031 0.094
C 0.643 -4.327 -1.053 0.026 -0.134 0.072
N 0.551 -3.037 -1.418 -0.256 0.188 -0.256
H 0.603 -1.173 -4.015 0.012 0.026 0.017
H 0.811 -0.723 -2.409 -0.013 -0.020 -0.016
H 0.882 -3.423 -4.736 0.006 0.003 0.000
H 1.090 -5.796 -4.043 0.006 0.000 -0.010
H 0.914 -6.369 -1.610 -0.002 0.000 0.011
H 0.517 -4.526 0.003 -0.015 -0.003 -0.009
C -3.178 1.901 2.324 -0.003 0.074 0.089
N -3.156 0.866 1.274 -0.068 -0.074 -0.017
C -4.255 0.092 1.017 0.016 0.010 -0.038
C -4.248 -0.841 0.044 -0.007 -0.056 -0.024
C -3.045 -1.014 -0.697 -0.057 0.152 0.154
N -1.939 -0.308 -0.362 -0.024 -0.201 -0.148
C -2.033 0.615 0.575 0.139 0.287 0.154
O -0.993 1.347 0.872 -0.682 0.141 0.467
N -2.956 -1.829 -1.728 0.090 -0.032 -0.030
H -4.215 2.132 2.549 -0.004 -0.006 -0.031
H -2.673 2.791 1.959 -0.023 -0.004 0.001
H -2.696 1.536 3.229 0.026 -0.053 -0.015
H -5.120 0.285 1.635 0.003 0.012 0.007
H -5.124 -1.438 -0.155 -0.001 -0.009 0.003
H -3.688 -2.489 -1.931 0.001 0.011 -0.016
H -2.057 -1.942 -2.178 -0.071 -0.034 -0.043
```
Forces are in eV/Å.

Output
**<S²>**: 6.0451
**Spin multiplicity**: 5
**HOMO-LUMO gap (spin up / spin down)**: 7.95 / 4.92 eV
**Energy relative to the best compared isomer or geometry (same formula, charge and spin)**: 73.21 kJ/mol
**Total charge**: +2
**Calculated total energy**: -6097.23398 Ha



[4]
Entry from the Open Molecules 2025 dataset: a single C16H17IN2 molecule (wB97M-V/def2-TZVPD).

The geometry in XYZ format:
```
36
Properties=species:S:1:pos:R:3:forces:R:3
C 0.627 -0.995 3.961 -0.403 0.295 0.035
C -0.394 -0.378 4.115 0.347 -0.254 -0.019
C -1.651 0.355 4.265 0.185 0.129 -0.153
C -2.531 0.323 3.001 -0.128 -0.048 0.197
C -2.621 -1.043 2.307 -0.078 -0.019 -0.190
C -2.058 -1.098 0.908 -0.031 -0.018 0.022
C -2.746 -1.828 -0.092 -0.017 0.036 0.080
C -2.255 -1.936 -1.357 -0.126 -0.117 -0.136
C -1.037 -1.322 -1.697 0.171 0.120 0.101
N -0.547 -1.440 -2.961 -0.153 -0.079 -0.014
C 0.585 -0.855 -3.193 0.234 0.072 -0.012
C 1.296 -0.116 -2.202 -0.001 -0.013 -0.184
C 2.590 0.544 -2.562 -0.030 0.074 0.360
I 4.169 -0.750 -1.837 0.086 0.001 -0.219
C 2.768 1.938 -1.967 0.191 -0.001 -0.360
C 3.804 2.781 -2.735 -0.047 0.027 0.416
N 0.841 0.017 -0.992 -0.026 0.083 0.122
C -0.341 -0.590 -0.709 -0.056 -0.114 -0.225
C -0.874 -0.493 0.587 0.003 0.076 0.220
H 1.539 -1.520 3.814 0.034 -0.036 0.008
H -2.199 -0.030 5.125 0.002 -0.130 0.011
H -1.403 1.393 4.495 -0.085 0.035 0.087
H -2.189 1.087 2.306 0.101 -0.040 -0.093
H -3.536 0.620 3.301 -0.010 0.123 0.018
H -3.663 -1.355 2.254 -0.047 -0.068 0.053
H -2.096 -1.801 2.890 -0.007 -0.019 0.140
H -3.684 -2.307 0.153 -0.063 -0.013 0.068
H -2.784 -2.487 -2.122 0.001 -0.029 -0.058
H 1.004 -0.939 -4.190 0.004 -0.012 -0.075
H 2.707 0.572 -3.640 0.065 -0.100 -0.081
H 1.792 2.423 -2.005 -0.055 0.040 0.080
H 3.053 1.854 -0.924 -0.199 -0.016 0.117
H 4.315 2.205 -3.503 0.003 -0.013 -0.102
H 4.567 3.160 -2.057 0.078 0.004 -0.021
H 3.330 3.649 -3.187 0.017 -0.001 -0.190
H -0.307 0.058 1.325 0.038 0.025 -0.002
```
Forces are in eV/Å.

Output
**HOMO-LUMO gap**: 8.67 eV
**Calculated total energy**: -1027.04152 Ha
**SMILES**: C#CCCCc1ccc2ncc([C@H](I)CC)nc2c1



[5]
Entry from the Open Molecules 2025 dataset: 2 unconnected molecules or ions with the total composition C3H9NO3 at a distorted geometry (wB97M-V/def2-TZVPD).

The geometry in XYZ format:
```
16
Properties=species:S:1:pos:R:3:forces:R:3
O -2.160 0.674 -1.052 -0.583 -0.858 0.674
C -1.277 0.670 -0.219 0.384 2.241 -2.498
N -0.099 1.426 -0.643 -1.498 -2.712 2.537
C 1.098 0.819 -0.096 1.486 2.923 -2.652
O 1.571 -0.326 -0.708 -0.668 -0.378 11.836
C -1.550 0.190 1.234 -1.605 2.183 -3.213
H -0.088 1.720 -1.639 -0.204 -0.665 1.159
H 1.094 0.627 0.962 -0.382 0.031 0.198
H 1.770 1.653 -0.344 0.891 -0.322 0.771
H 1.632 -0.460 -1.519 0.450 -0.654 -11.388
H -0.729 0.125 1.850 1.666 -0.335 1.375
H -2.107 -0.718 1.061 -0.246 -0.185 0.564
H -2.202 1.075 1.491 0.360 -1.273 0.456
H 1.201 -3.226 1.575 -2.344 -3.045 2.261
H 1.709 -2.913 0.227 0.101 0.965 1.606
O 1.688 -2.589 1.175 2.191 2.085 -3.685
```
Forces are in eV/Å.

Output
**HOMO-LUMO gap**: 10.08 eV
**Energy relative to the best compared isomer or geometry (same formula, charge and spin)**: 277.81 kJ/mol
**Calculated total energy**: -400.11568 Ha
**SMILES**: CC(=O)NCO.O



[6]
Entry from the Open Molecules 2025 dataset: a single C9H11N3OS molecule at a distorted geometry (wB97M-V/def2-TZVPD).

The geometry in XYZ format:
```
25
Properties=species:S:1:pos:R:3:forces:R:3
C 1.588 -2.028 -1.378 -0.430 0.603 0.574
C 0.632 -2.758 -2.118 -0.990 0.739 -1.087
C 1.157 -1.107 -0.419 2.974 -2.984 -1.783
C 0.118 1.715 2.413 -0.679 -1.847 3.389
C -0.681 -2.498 -1.931 1.220 -1.018 -0.161
C -1.120 -1.638 -0.870 -1.465 0.905 0.907
C 0.456 3.124 2.276 -0.307 -1.211 -0.380
C -0.494 -0.073 0.854 -1.829 1.789 1.387
C 0.647 3.692 0.938 -3.210 3.726 -0.058
N 0.293 0.679 1.492 0.896 -0.525 -1.116
N -0.141 -1.001 -0.097 0.357 -0.425 -1.227
N -1.666 -3.180 -2.555 -2.701 0.785 2.280
O -2.317 -1.440 -0.654 0.209 -0.146 0.072
S -1.279 2.846 2.770 -0.486 0.545 -0.116
H 2.586 -2.350 -1.652 0.405 0.966 0.719
H 0.758 -3.360 -3.031 1.004 -0.030 0.813
H 1.822 -0.628 0.251 0.533 0.559 0.274
H 0.319 1.448 3.539 0.295 -0.477 -2.560
H 1.233 3.329 2.982 -0.029 1.018 0.657
H -1.573 -0.078 0.900 -0.442 0.425 0.465
H 0.736 4.845 1.106 -0.055 -1.923 -0.720
H -0.222 3.526 0.218 1.094 0.085 1.133
H 1.496 3.332 0.523 2.857 -0.963 -1.456
H -1.815 -3.517 -3.459 0.793 -0.225 -1.435
H -2.534 -2.880 -2.098 -0.016 -0.372 -0.570
```
Forces are in eV/Å.

Output
**HOMO-LUMO gap**: 7.68 eV
**Energy relative to the best compared isomer or geometry (same formula, charge and spin)**: 159.28 kJ/mol
**Calculated total energy**: -987.16519 Ha
**SMILES**: C[C@H]1S[C@H]1/N=C/n1cccc(N)c1=O